(1)
Entry from the Open Molecules 2025 dataset: a structure of composition C9H11N3S2 in a non-equilibrium geometry (wB97M-V/def2-TZVPD).

Geometry (Å):
S  0.1582  0.2911  -4.6007
S  1.3319  2.5193  0.5938
N  -0.8845  0.8351  1.9851
N  -0.8126  0.8308  -3.3278
N  0.5543  -1.1608  -3.9221
C  -1.3976  -0.2772  1.2571
C  -0.7900  -0.5740  -0.0972
C  0.0455  -1.7154  -0.2244
C  -0.6869  -0.1251  -2.3961
C  0.1222  -1.1642  -2.6863
C  -1.1039  0.2704  -1.1192
C  1.5470  0.9807  1.6774
C  0.4534  0.7799  2.6573
C  0.4705  -2.0841  -1.6114
H  2.5461  1.0480  2.1918
H  -1.0472  1.7389  1.6105
H  1.5989  0.2147  1.0126
H  -1.8063  1.1456  -0.9098
H  1.1254  -3.0010  -1.7958
H  -1.2524  -1.1747  1.8645
H  0.6031  -0.1360  3.2515
H  0.9431  1.6609  -0.4446
H  0.4826  1.6258  3.3121
H  -2.4228  -0.2089  1.1214
H  0.2222  -2.3197  0.6003

F_max: 6.92 eV/Å
relative energy (zero: lowest compared OMol25 entry of this formula, charge and spin): 181.7 kJ/mol
E_LUMO: -0.963 eV
multiplicity: 1
DFT total energy: -1310.1121 a.u.

The molecule's Löwdin atomic charges, reported in e, are given here: 1.0062, 0.6798, -0.0686, -0.1900, -0.2266, -0.2037, -0.2483, 0.0133, -0.4297, -0.4327, -0.0171, -0.5033, -0.2674, 0.0622, 0.0891, 0.0614, 0.0021, 0.1621, 0.1226, 0.1196, 0.1251, -0.1273, 0.0951, 0.0978, 0.0784

(2)
Entry from the Open Molecules 2025 dataset: a structure of composition ClH5N3PS in a non-equilibrium geometry (wB97M-V/def2-TZVPD).

Geometry (Å):
Cl  2.8600  -0.2825  -0.0705
S  -1.4343  1.5349  -0.2416
P  0.1470  0.1586  -0.0512
N  1.5438  0.9155  -0.0689
N  -0.4314  -0.7285  1.3086
N  -0.1319  -0.9653  -1.3233
H  -0.3543  -0.4377  -2.1626
H  0.3383  -1.0112  1.8894
H  -1.0618  -0.1431  1.8548
H  -0.5466  2.5258  -0.0464
H  -0.9287  -1.5666  -1.0882

F_max: 1.69 eV/Å
relative energy (zero: lowest compared OMol25 entry of this formula, charge and spin): 81.6 kJ/mol
E_LUMO: 0.455 eV
multiplicity: 1
DFT total energy: -1366.9986 a.u.

The molecule's Löwdin atomic charges, reported in e, are given here: 0.3699, 0.4941, 0.1842, -0.7129, -0.1392, -0.1450, 0.0320, 0.0293, 0.0177, -0.1728, 0.0427

(3)
Entry from the Open Molecules 2025 dataset: an isolated molecule of C4H5NO2 (wB97M-V/def2-TZVPD).

Geometry (Å):
O  -0.6181  1.3517  -1.1261
O  -2.3054  0.1242  -0.2272
N  0.5341  0.1058  0.3638
C  0.2004  -1.2438  0.2242
C  0.3379  1.2422  -0.1703
C  -1.6133  0.3819  -1.1655
C  1.4264  -0.8341  1.0070
H  2.3978  -0.9205  0.5160
H  1.4647  -0.7905  2.0972
H  -0.6880  -1.5152  0.8006
H  0.9839  2.1040  -0.0639
H  -1.6806  -0.0468  -2.1747

F_max: 0.74 eV/Å
relative energy (zero: lowest compared OMol25 entry of this formula, charge and spin): 459.3 kJ/mol
E_LUMO (alpha / beta): 0.822 / 0.822 eV
multiplicity: 1
DFT total energy: -360.4945 a.u.

The molecule's Löwdin atomic charges, reported in e, are given here: 0.0338, 0.0980, -0.1105, -0.0826, -0.1012, -0.2975, -0.1060, 0.0965, 0.1008, 0.0684, 0.1504, 0.1498

(4)
Entry from the Open Molecules 2025 dataset: a cluster of 2 separate species, CH4N3 in total in a non-equilibrium geometry (wB97M-V/def2-TZVPD).

Geometry (Å):
N  -0.9789  0.7330  1.0580
N  0.9866  -0.4934  -0.2159
N  -0.1614  -0.3915  -0.5799
C  -0.9203  0.6744  -0.2572
H  -0.1724  -0.3990  1.2265
H  1.2634  -1.4586  -0.2236
H  1.6324  0.2453  -0.0512
H  -1.6494  1.0899  -0.9568

F_max: 6.17 eV/Å
relative energy (zero: lowest compared OMol25 entry of this formula, charge and spin): 566.9 kJ/mol
charge: +1
E_LUMO: -7.665 eV
multiplicity: 1
DFT total energy: -204.2898 a.u.

The molecule's Löwdin atomic charges, reported in e, are given here: 0.1950, 0.1985, 0.0767, -0.2122, 0.2357, 0.1790, 0.1774, 0.1499

(5)
Entry from the Open Molecules 2025 dataset: an isolated molecule of CHBrF2OS in a non-equilibrium geometry (wB97M-V/def2-TZVPD).

Geometry (Å):
Br  1.8418  1.1810  -1.1327
S  1.0644  0.1888  0.6638
F  -1.3990  -0.3608  1.1624
F  -1.1886  1.2595  -0.3879
O  1.2493  -1.7129  0.5924
C  -0.7863  0.0400  0.0413
H  -0.7815  -0.5957  -0.9393

F_max: 6.26 eV/Å
relative energy (zero: lowest compared OMol25 entry of this formula, charge and spin): 340.9 kJ/mol
E_LUMO: -1.375 eV
multiplicity: 1
DFT total energy: -3285.7444 a.u.

The molecule's Löwdin atomic charges, reported in e, are given here: 0.3531, 0.6132, 0.0475, -0.0177, -0.5836, -0.5824, 0.1699

(6)
Entry from the Open Molecules 2025 dataset: an isolated molecule of C2H4N4O2 in a non-equilibrium geometry (wB97M-V/def2-TZVPD).

Geometry (Å):
O  2.1866  -1.2418  0.5737
O  0.1882  -2.1095  -0.2686
N  -0.8504  0.4838  0.5440
N  1.4635  0.8180  0.9752
N  0.4638  0.0175  0.5123
N  2.4734  0.1051  1.0435
C  -1.2545  0.8041  -0.8386
C  0.9064  -1.2558  0.1526
H  -0.7421  1.6403  -1.2070
H  -2.3563  1.0419  -0.9217
H  -1.4462  -0.2372  0.8979
H  -1.0323  -0.0666  -1.4633

F_max: 2.27 eV/Å
SMILES string: CNn1nnoc1=O
relative energy (zero: lowest compared OMol25 entry of this formula, charge and spin): 229.6 kJ/mol
E_LUMO: 0.724 eV
multiplicity: 1
DFT total energy: -448.0150 a.u.

The molecule's Löwdin atomic charges, reported in e, are given here: 0.0704, 0.1291, -0.0165, 0.1041, -0.1101, 0.0738, -0.0802, -0.5192, 0.0544, 0.1047, 0.1142, 0.0755

(7)
Entry from the Open Molecules 2025 dataset: an isolated molecule of C12H20ClO8P (wB97M-V/def2-TZVPD).

Geometry (Å):
Cl  -1.2953  0.4888  -1.5392
P  -1.6431  3.2468  -0.4024
O  -0.0902  3.1393  -0.8578
O  -3.8120  -1.1024  -0.7622
O  -2.8626  -0.3569  2.3287
O  -1.5938  0.9549  1.0515
O  3.7480  0.2722  -1.0072
O  -2.6644  -2.8945  -1.3862
O  5.8618  0.8404  -1.3231
O  -1.5733  3.6645  1.1680
C  -3.3215  -1.9492  -1.6788
C  0.3939  -1.3361  1.5150
C  -4.2180  0.2022  -1.2138
C  -1.9571  -0.2971  1.5684
C  1.2027  -0.2751  0.7632
C  5.0503  0.3445  -0.6113
C  1.5826  -0.6986  -0.6691
C  -3.6481  1.2325  -0.2615
C  3.0591  -0.9825  -0.8582
C  -1.0988  -1.4628  1.1727
C  5.3719  -0.1504  0.7833
C  -2.1112  1.3796  -0.1816
H  0.6766  0.6819  0.7543
H  3.2272  -1.5593  -1.7732
H  6.0561  0.5681  1.2351
H  3.4760  -1.5354  -0.0082
H  0.4962  -1.2089  2.5986
H  -4.0184  1.0249  0.7442
H  0.4971  2.5911  -0.3173
H  -1.5112  -2.2995  1.7424
H  -4.0677  2.2038  -0.5576
H  1.3313  0.1006  -1.3757
H  4.4837  -0.2688  1.4036
H  -1.2525  -1.6958  0.1133
H  0.8378  -2.3125  1.2824
H  1.0046  -1.5734  -0.9864
H  -3.8850  0.3757  -2.2413
H  -5.3102  0.2568  -1.1945
H  2.1258  -0.1034  1.3315
H  -3.6277  -1.7145  -2.7136
H  -0.8071  3.3222  1.6482
H  5.8863  -1.1136  0.7161

F_max: 0.70 eV/Å
SMILES string: CC(=O)OCCCCCC(=O)O[C@@](Cl)(CCOC=O)P(O)O
E_LUMO: 0.411 eV
multiplicity: 1
DFT total energy: -1872.7570 a.u.

The molecule's Löwdin atomic charges, reported in e, are given here: 0.7827, 0.8692, -0.3021, -0.0441, 0.1734, -0.1047, -0.0171, 0.0927, 0.1354, -0.2632, -0.3949, -0.1669, -0.2017, -0.4468, -0.1902, -0.5311, -0.1975, -0.1757, -0.1814, -0.0970, 0.0100, -0.8142, 0.0765, 0.1326, 0.0924, 0.1172, 0.1193, 0.1247, 0.0483, 0.1350, 0.1051, 0.0767, 0.0659, 0.0808, 0.1206, 0.1159, 0.1034, 0.1331, 0.1041, 0.1512, 0.0665, 0.0963